DFT (ωB97M-V/def2-TZVPD) results for 2 unconnected molecules or ions with the total composition C21H28BNO4.

Geometry as XYZ:
```
55
Properties=species:S:1:pos:R:3:mulliken_charge:R:1
C 6.83 -0.84 2.62 -1.087
C 5.70 0.06 2.38 0.420
C 5.69 1.44 2.41 -0.627
C 4.36 1.84 2.16 -0.432
C 3.60 0.67 1.99 0.142
B 1.99 0.64 2.32 0.968
O 2.16 0.03 3.65 -0.518
C 0.88 0.08 4.21 -0.719
C -0.07 0.92 3.27 1.889
C -1.39 1.10 3.90 -2.947
C -0.11 0.12 1.90 0.006
O 1.17 -0.06 1.36 -0.711
C 0.52 2.31 2.91 -0.897
O 1.81 2.11 2.41 -0.379
O 4.44 -0.43 2.17 -0.364
H 7.72 -0.19 2.69 0.278
H 6.70 -1.37 3.59 0.235
H 6.96 -1.57 1.81 0.273
H 6.55 2.07 2.62 0.356
H 3.94 2.83 2.14 0.471
H 0.52 -0.97 4.27 0.230
H 0.89 0.49 5.24 0.308
H -1.99 1.72 3.25 0.569
H -1.73 0.08 3.98 0.635
H -1.35 1.52 4.92 0.554
H -0.51 -0.91 2.01 -0.311
H -0.72 0.62 1.12 0.175
H -0.11 2.73 2.10 0.389
H 0.48 2.96 3.81 0.284
C -3.36 -5.17 2.38 -0.839
N -3.12 -4.11 1.41 0.080
C -3.94 -4.19 0.21 -0.928
C -2.45 -3.01 1.70 -0.149
C -2.23 -1.89 0.88 -0.373
C -2.43 -0.67 1.56 -0.716
C -3.26 0.45 1.13 0.996
C -3.86 1.28 2.10 -0.573
C -4.56 2.42 1.74 -0.621
C -4.78 2.69 0.38 -0.575
C -4.39 1.74 -0.57 -0.501
C -3.62 0.63 -0.22 -0.515
H -3.58 -6.07 1.81 0.296
H -2.47 -5.34 3.00 0.348
H -4.21 -4.97 3.04 0.345
H -4.19 -5.25 0.08 0.340
H -4.87 -3.61 0.31 0.315
H -3.38 -3.83 -0.66 0.327
H -1.97 -2.97 2.70 0.417
H -1.87 -1.99 -0.16 0.711
H -2.63 -0.89 2.62 0.181
H -3.68 1.08 3.15 0.682
H -4.93 3.10 2.50 0.400
H -5.36 3.56 0.08 0.373
H -4.67 1.88 -1.61 0.390
H -3.26 -0.09 -0.95 0.399
```

Computed properties:
HOMO (eV): -5.3
Energy (Ha): -1197.4073
F_max (Eh/bohr): 0.116
Charge: 0
ΔE to the lowest compared entry with this formula, charge and spin (eV): 1.166

DFT (ωB97M-V/def2-TZVPD) results for a molecular structure, C21H28BrN4O2PtSSi.

Geometry as XYZ:
```
59
Properties=species:S:1:pos:R:3:mulliken_charge:R:1
Pt 0.69 -0.31 -1.61 0.569
C 3.47 -3.11 -3.00 -1.002
O 2.49 -2.75 -2.02 -0.328
C 2.89 -2.61 -0.74 0.512
C 4.18 -2.75 -0.26 -0.583
C 4.43 -2.54 1.09 -0.432
Br 6.20 -2.72 1.71 -0.170
C 3.43 -2.20 1.97 -0.773
C 2.12 -2.08 1.51 1.004
C 1.87 -2.28 0.16 0.176
O 0.59 -2.09 -0.38 -0.812
C 1.02 -1.68 2.40 0.223
N 1.06 -0.71 3.24 -0.711
C -0.22 -0.67 3.81 0.644
C -0.73 0.18 4.79 -0.877
C -2.03 -0.02 5.20 -0.488
C -2.82 -1.04 4.65 -0.593
C -2.33 -1.89 3.67 -0.745
C -1.02 -1.68 3.27 0.344
N -0.22 -2.30 2.31 -0.088
H 4.29 -2.39 -3.01 0.401
H 2.96 -3.09 -3.95 0.239
H 3.86 -4.11 -2.80 0.376
H 4.99 -3.03 -0.93 0.509
H 3.64 -2.03 3.02 0.595
H -0.03 -1.91 0.36 0.392
H -0.11 0.96 5.22 0.475
H -2.46 0.62 5.96 0.417
H -3.84 -1.17 5.00 0.408
H -2.94 -2.68 3.25 0.452
H -0.33 -3.27 2.04 0.245
C -2.32 0.85 -3.09 -1.004
Si -1.61 -0.27 -1.79 0.510
C -2.30 0.13 -0.08 -0.807
C -2.07 -2.03 -2.24 -1.103
H -3.40 0.73 -3.08 0.409
H -1.96 0.56 -4.08 0.290
H -2.10 1.91 -2.95 0.243
H -3.37 0.35 -0.17 0.450
H -1.83 0.99 0.41 0.148
H -2.20 -0.71 0.61 0.114
H -3.15 -2.15 -2.15 0.380
H -1.59 -2.79 -1.62 0.300
H -1.80 -2.23 -3.28 0.310
S 1.16 1.57 -2.76 -0.447
C 0.26 2.88 -2.10 0.343
N -0.20 2.86 -0.86 0.167
C -0.89 3.98 -0.21 -0.537
C -0.48 5.28 -0.90 -0.747
C -0.67 5.13 -2.40 -0.553
N 0.07 3.95 -2.85 -0.142
H 0.02 2.03 -0.33 -0.035
H -0.59 3.99 0.84 0.437
H -1.97 3.84 -0.26 0.309
H 0.56 5.50 -0.68 0.324
H -1.09 6.10 -0.53 0.354
H -0.29 6.00 -2.93 0.403
H -1.72 5.01 -2.64 0.271
H 0.42 3.91 -3.80 0.232
```

Computed properties:
HOMO (eV): -11.1
Energy (Ha): -4567.4242
F_max (Eh/bohr): 0.009
Charge: +1
ΔE to the lowest compared entry with this formula, charge and spin (eV): 0.941

DFT (ωB97M-V/def2-TZVPD) results for a molecular structure, C21H28ClN5OS2.

Geometry as XYZ:
```
58
Properties=species:S:1:pos:R:3:mulliken_charge:R:1
S -2.32 1.54 -0.54 -0.495
C -1.14 0.37 -1.13 0.844
N -1.54 -0.79 -1.41 -0.312
H -0.97 -1.59 -1.71 0.341
C -3.00 -1.53 -1.24 -1.641
H -3.32 -2.26 -1.72 0.802
C -3.25 -1.95 0.53 -0.432
C -4.63 -2.18 0.57 -1.335
N -5.59 -1.12 0.23 0.118
C -6.88 -1.66 0.35 -0.502
C -7.89 -0.30 -0.13 -1.258
O -7.81 0.76 0.54 -0.347
C -6.35 0.93 0.53 -1.024
C -5.39 0.13 1.19 -0.151
H -4.41 0.42 0.96 0.151
H -5.72 -0.21 2.34 0.337
H -6.31 1.83 1.34 0.217
H -6.11 1.34 -0.30 0.732
H -8.77 -0.69 -0.15 0.681
H -7.60 -0.22 -1.07 0.617
H -7.06 -2.49 -0.38 0.371
H -7.34 -1.80 1.54 0.261
H -4.88 -2.97 0.17 0.845
H -4.74 -2.41 1.94 0.279
H -2.82 -0.86 0.78 0.160
H -2.44 -2.68 0.53 0.439
H -3.73 -0.72 -1.25 0.503
N 0.06 0.85 -1.39 -0.022
C 1.03 -0.28 -1.00 -1.105
H 0.83 -1.32 -1.18 0.346
C 1.63 0.05 0.28 -0.369
N 2.00 1.29 0.41 0.080
C 3.37 1.66 0.38 0.531
N 4.26 0.62 0.28 -0.381
C 5.49 1.26 0.22 -0.086
C 5.55 2.89 0.24 -1.081
S 3.92 3.30 0.12 -0.191
H 6.31 3.40 0.40 0.622
C 6.68 0.51 0.18 1.077
C 7.87 1.11 0.18 -0.435
C 9.16 0.06 0.19 -0.477
C 8.75 -1.16 0.31 0.209
C 7.52 -1.81 0.18 -0.403
C 6.48 -1.06 0.22 -0.636
H 5.42 -1.25 0.19 0.482
H 7.63 -2.90 0.16 0.369
Cl 10.34 -2.40 0.05 -0.325
H 10.21 0.39 0.01 0.343
H 8.18 2.14 -0.05 0.283
C 0.85 2.33 0.30 -0.902
H 1.38 3.33 0.33 0.239
H 0.19 2.14 0.90 0.678
C 0.66 2.12 -1.28 -1.352
H -0.30 2.64 -1.29 0.518
H 1.39 2.17 -1.78 0.861
H 2.52 -0.61 0.73 0.405
H 0.79 -0.35 0.97 0.122
H 1.83 -0.02 -1.76 0.398
```

Computed properties:
HOMO (eV): -7.4
Energy (Ha): -2421.8900
F_max (Eh/bohr): 0.343
Charge: 0
ΔE to the lowest compared entry with this formula, charge and spin (eV): 0.000

DFT (ωB97M-V/def2-TZVPD) results for a molecular structure, C21H28EuI3N2O5P.

Geometry as XYZ:
```
61
Properties=species:S:1:pos:R:3:lowdin_spin:R:1
C -0.83 3.18 0.95 0.000
C 0.76 3.41 1.19 0.000
C 1.55 2.00 0.92 0.003
C 3.05 2.24 0.41 0.000
N 3.91 0.98 0.40 0.000
C 3.08 -0.22 0.41 -0.001
C 2.29 -0.71 -0.88 -0.001
I 2.51 0.41 -2.74 0.000
C 1.38 -1.99 -0.75 -0.001
C 0.58 -2.38 -2.10 0.000
C -0.71 -1.37 -2.14 0.000
C -1.28 -1.11 -3.62 0.000
C -1.32 0.48 -3.97 -0.002
C -2.67 1.21 -3.50 -0.007
C -3.05 0.98 -1.92 0.000
O -3.98 2.00 -1.39 -0.014
C -4.50 1.41 -0.13 0.001
C 1.24 -2.77 0.58 0.001
C 0.28 -4.05 0.73 0.000
C -0.91 -3.57 1.74 0.000
O -1.55 -2.50 1.51 0.001
I -1.40 -4.70 3.53 0.001
C 2.03 -2.28 1.81 0.005
C 2.94 -1.01 1.73 0.003
C 3.56 -0.79 3.18 0.007
O 4.55 -0.14 3.53 0.017
N 2.57 -1.55 4.02 0.238
P 1.16 -0.50 4.33 0.325
O 1.74 1.02 4.82 0.104
I -0.06 -1.35 6.31 0.271
C 2.10 -2.80 3.31 0.008
O 1.90 -3.90 3.84 0.013
H -1.18 3.94 0.17 0.000
H -1.09 2.11 0.64 0.000
H -1.36 3.39 1.94 0.000
H 0.95 3.76 2.26 0.000
H 1.18 4.14 0.40 0.000
H 1.56 1.48 1.95 0.004
H 0.89 1.44 0.16 0.000
H 3.55 3.02 1.09 0.000
H 3.04 2.62 -0.68 0.000
H 4.46 1.05 -0.48 0.000
H 0.16 -3.44 -2.07 0.000
H 1.20 -2.23 -3.05 0.000
H -0.33 -0.36 -1.72 0.000
H -1.48 -1.77 -1.40 0.000
H -0.72 -1.68 -4.44 0.000
H -2.39 -1.44 -3.62 0.000
H -1.31 0.54 -5.13 0.000
H -0.41 1.05 -3.60 0.000
H -2.49 2.37 -3.63 0.000
H -3.61 0.95 -4.17 -0.003
H -3.45 -0.10 -1.84 0.001
H -2.07 1.10 -1.33 0.000
H -4.55 2.17 0.71 0.000
H -5.56 1.01 -0.39 0.000
H -3.84 0.55 0.24 0.000
H -0.17 -4.37 -0.26 0.000
H 0.90 -4.88 1.21 0.000
H 1.97 1.60 4.05 0.003
Eu -4.78 2.35 -3.14 5.024
```

Computed properties:
HOMO (spin up / spin down) (eV): -15.6 / -15.6
Energy (Ha): -3246.0286
F_max (Eh/bohr): 0.147
Expectation value of S²: 12.028
2S+1: 7
Charge: +3

DFT (ωB97M-V/def2-TZVPD) results for a molecular structure, C21H28F3O4Sc.

Geometry as XYZ:
```
57
Properties=species:S:1:pos:R:3:mulliken_charge:R:1
O 0.85 -0.35 -2.48 -0.442
C 0.82 0.86 -3.34 -0.324
C 0.74 0.17 -4.67 -0.851
H 1.77 1.42 -3.27 0.311
H -0.05 1.49 -3.09 0.066
C 0.73 -1.08 -3.75 1.602
H 1.67 0.31 -5.25 0.336
H -0.17 0.39 -5.23 0.302
C 1.94 -1.96 -4.01 -1.639
H 2.86 -1.36 -3.98 0.401
H 1.86 -2.43 -4.99 0.380
H 1.97 -2.75 -3.26 0.342
C -0.59 -1.83 -3.80 -1.741
H -1.44 -1.16 -3.60 0.428
H -0.56 -2.61 -3.03 0.295
H -0.74 -2.31 -4.77 0.425
Sc -0.01 -0.48 1.47 0.040
C -1.81 -1.09 3.68 -0.472
C -1.69 0.33 3.76 -0.876
C -2.36 0.90 2.64 -0.449
H -1.26 0.87 4.60 0.648
C -2.95 -0.17 1.91 -0.658
C -2.56 -1.40 2.51 -0.681
H -2.88 -2.39 2.19 0.455
H -1.47 -1.80 4.43 0.560
H -2.49 1.96 2.45 0.489
H -3.65 -0.06 1.07 0.639
C 1.06 -1.97 3.06 -0.299
C 0.28 -2.80 2.19 -0.473
C 0.77 -2.62 0.85 -0.638
H -0.48 -3.50 2.53 0.536
C 1.86 -1.67 0.90 -0.712
C 2.04 -1.29 2.27 -0.556
H 2.83 -0.66 2.66 0.603
H 0.99 -1.91 4.14 0.483
H 0.47 -3.19 -0.03 0.670
H 2.46 -1.32 0.07 0.575
O -0.04 0.75 -0.29 0.049
C -1.30 0.39 -0.94 1.161
C -1.92 1.71 -1.37 -0.731
H -1.90 -0.18 -0.23 0.317
H -1.10 -0.27 -1.79 -0.816
C -0.85 2.79 -1.09 -0.719
H -2.81 1.95 -0.79 0.342
H -2.21 1.62 -2.42 0.386
C 0.42 2.05 -0.71 -0.222
H -1.15 3.39 -0.22 0.296
H -0.65 3.47 -1.93 0.390
H 0.99 2.53 0.09 0.442
H 1.11 1.91 -1.53 -0.097
F 3.10 2.64 4.10 -0.277
C 1.76 2.75 3.87 0.588
F 1.19 3.30 4.98 -0.266
F 1.58 3.60 2.83 -0.224
C 1.14 1.33 3.60 -0.070
O 1.17 0.55 4.55 -0.434
O 0.67 1.14 2.40 0.110
```

Computed properties:
HOMO (eV): -7.3
Energy (Ha): -2178.2875
F_max (Eh/bohr): 0.080
Charge: 0
ΔE to the lowest compared entry with this formula, charge and spin (eV): 0.000

DFT (ωB97M-V/def2-TZVPD) results for a molecular structure, C21H28IrN11O5S.

Geometry as XYZ:
```
67
Properties=species:S:1:pos:R:3:lowdin_spin:R:1
Ir -0.83 0.40 -0.17 0.773
N -0.33 1.46 -2.34 0.063
N 0.55 2.54 -2.12 0.005
C 1.29 2.64 -0.98 0.000
N 2.18 3.62 -0.90 -0.001
N 1.08 1.72 -0.04 0.036
N 1.77 1.81 1.11 -0.002
O 4.26 1.16 1.37 -0.001
O 2.35 2.85 1.51 0.011
H 0.08 0.79 -2.99 0.000
H -1.20 1.82 -2.73 0.000
H 0.78 3.15 -2.89 0.001
H 2.30 4.28 -1.65 0.000
H 2.62 3.80 0.00 0.000
N -4.05 -2.47 6.95 0.006
C -3.33 -2.25 5.85 0.002
C -3.86 -2.59 4.57 0.003
C -3.14 -2.33 3.43 0.000
C -1.87 -1.75 3.52 0.003
C -1.31 -1.44 4.76 0.000
C -2.03 -1.68 5.91 0.002
S -1.02 -1.55 1.96 -0.002
O -2.05 -1.25 0.96 0.015
O -0.18 -2.65 1.67 0.003
N -0.11 -0.14 1.87 0.042
C 1.13 -0.22 2.32 0.004
N 2.09 0.63 1.77 -0.001
C 3.42 0.42 2.06 -0.002
C 3.76 -0.52 3.01 0.001
C 2.72 -1.20 3.64 0.000
N 1.46 -1.06 3.27 0.002
H -4.96 -2.89 6.88 0.000
H -3.72 -2.21 7.87 0.000
H -4.84 -3.04 4.52 0.000
H -3.54 -2.55 2.46 0.000
H -0.32 -1.02 4.80 0.000
H -1.61 -1.44 6.88 0.000
H 5.19 1.06 1.63 0.000
H 4.80 -0.70 3.27 0.000
H 2.90 -1.91 4.44 0.000
C -3.10 -0.63 -5.72 0.000
C -4.39 -0.97 -4.98 0.000
N -4.34 -2.34 -4.49 0.000
C -4.66 -3.39 -5.44 0.000
C -3.74 -4.58 -5.39 0.000
C -4.19 -2.65 -3.18 0.000
O -4.14 -3.77 -2.74 0.001
C -4.10 -1.49 -2.21 0.001
C -5.16 -1.23 -1.33 0.010
C -5.04 -0.17 -0.45 -0.002
C -3.86 0.55 -0.42 0.002
N -2.81 0.24 -1.19 0.023
C -2.93 -0.76 -2.07 0.005
H -3.10 0.42 -5.98 0.000
H -3.01 -1.21 -6.63 0.000
H -2.23 -0.84 -5.09 0.000
H -5.24 -0.87 -5.65 0.000
H -4.54 -0.29 -4.14 0.000
H -4.65 -2.94 -6.44 0.000
H -5.69 -3.73 -5.27 0.000
H -2.71 -4.30 -5.61 0.000
H -4.08 -5.33 -6.10 0.000
H -3.74 -5.05 -4.40 0.000
H -6.04 -1.85 -1.35 0.000
H -5.85 0.08 0.22 0.000
H -3.74 1.40 0.24 -0.003
H -2.07 -0.99 -2.68 -0.001
```

Computed properties:
HOMO (spin up / spin down) (eV): -14.8 / -14.7
Energy (Ha): -2296.8369
F_max (Eh/bohr): 0.068
Expectation value of S²: 1.141
2S+1: 2
Charge: +3
ΔE to the lowest compared entry with this formula, charge and spin (eV): 2.361

DFT (ωB97M-V/def2-TZVPD) results for C21H28N2O2 in the gas phase.

Geometry as XYZ:
```
53
Properties=species:S:1:pos:R:3:mulliken_charge:R:1
C 5.38 -0.69 4.90 -0.874
O 4.01 -0.40 4.84 -0.416
C 3.51 0.19 3.72 0.710
C 4.26 0.52 2.60 -0.397
C 3.63 1.12 1.51 -0.824
C 2.28 1.39 1.54 -0.519
C 1.52 1.05 2.66 0.293
C 0.04 1.34 2.66 -1.127
N -0.62 0.58 1.61 0.311
C -0.59 -0.84 1.90 -1.039
C -1.97 1.03 1.33 -0.834
C -2.39 0.73 -0.11 0.478
O -3.55 0.78 -0.46 -0.698
N -1.34 0.42 -0.91 0.341
C -1.32 0.33 -2.32 -0.070
C -0.49 1.23 -3.00 1.234
C 0.32 2.24 -2.24 -1.352
C -0.42 1.17 -4.38 -0.853
C -1.17 0.24 -5.08 -1.045
C -1.98 -0.65 -4.40 -0.581
C -2.07 -0.63 -3.02 0.025
C -2.88 -1.66 -2.27 1.307
C -1.93 -2.74 -1.74 -1.341
C -3.99 -2.30 -3.10 -1.950
C 2.14 0.46 3.74 -0.512
H 5.67 -1.40 4.12 0.351
H 5.55 -1.15 5.87 0.244
H 5.99 0.21 4.81 0.355
H 5.32 0.32 2.55 0.408
H 4.22 1.38 0.64 0.386
H 1.80 1.86 0.69 0.489
H -0.38 1.12 3.66 0.336
H -0.11 2.40 2.46 0.464
H -1.10 -1.08 2.85 0.345
H -1.09 -1.39 1.10 0.294
H 0.44 -1.18 1.97 0.296
H -2.02 2.12 1.43 0.365
H -2.72 0.61 2.01 0.358
H -0.44 0.53 -0.45 0.136
H -0.31 2.79 -1.54 0.330
H 0.78 2.94 -2.92 0.450
H 1.11 1.74 -1.67 0.258
H 0.22 1.87 -4.91 0.376
H -1.11 0.21 -6.16 0.395
H -2.54 -1.37 -4.97 0.293
H -3.36 -1.17 -1.42 0.147
H -1.15 -2.30 -1.12 0.326
H -1.46 -3.27 -2.57 0.365
H -2.48 -3.47 -1.14 0.322
H -3.58 -2.95 -3.87 0.358
H -4.60 -1.54 -3.57 0.433
H -4.62 -2.91 -2.45 0.464
H 1.58 0.18 4.62 0.388
```

Computed properties:
HOMO (eV): -8.6
Energy (Ha): -1077.0179
F_max (Eh/bohr): 0.010
SMILES: COc1cccc(CN(C)CC(=O)Nc2c(C)cccc2C(C)C)c1
Charge: 0
ΔE to the lowest compared entry with this formula, charge and spin (eV): 1.762

DFT (ωB97M-V/def2-TZVPD) results for C21H28N2O4S in the gas phase.

Geometry as XYZ:
```
56
Properties=species:S:1:pos:R:3:mulliken_charge:R:1
C 0.80 -1.21 5.63 -1.719
C 0.20 -0.63 4.39 1.029
C 0.11 0.75 4.23 -0.647
C -0.45 1.30 3.09 -0.722
C -0.92 0.47 2.08 -0.521
C -0.83 -0.91 2.22 0.332
C -1.36 -1.81 1.15 -0.623
S -0.26 -3.20 0.68 1.310
O -0.87 -3.81 -0.47 -0.679
O -0.02 -4.04 1.82 -0.677
C 1.39 -2.56 0.10 -0.859
C 1.71 -1.21 0.59 0.375
C 2.44 -0.78 1.66 -0.851
C 2.37 0.63 1.65 -0.829
C 1.60 0.97 0.57 0.788
C 1.14 2.30 0.12 0.049
O 1.29 3.29 0.81 -0.731
N 0.55 2.29 -1.09 0.112
C -0.05 3.45 -1.68 -0.813
C -1.36 3.08 -2.38 -0.556
C -1.12 2.15 -3.57 -0.971
N -0.61 0.86 -3.16 0.375
C -1.61 -0.05 -2.58 -0.048
C -1.20 -1.47 -3.00 -0.454
C 0.19 -1.28 -3.60 -0.272
C 0.09 0.12 -4.20 -1.006
O 1.20 -0.15 -0.08 -0.077
C -0.29 -1.45 3.38 -0.500
H 0.14 -1.04 6.48 0.375
H 1.75 -0.73 5.85 0.373
H 0.95 -2.28 5.52 0.357
H 0.48 1.41 5.00 0.440
H -0.50 2.37 2.96 0.377
H -1.35 0.89 1.19 0.476
H -1.56 -1.28 0.23 -0.276
H -2.26 -2.34 1.47 0.678
H 2.10 -3.30 0.46 0.521
H 1.30 -2.59 -0.98 0.218
H 2.96 -1.40 2.36 0.577
H 2.83 1.31 2.34 0.621
H 0.46 1.44 -1.64 0.091
H 0.64 3.90 -2.40 0.249
H -0.22 4.18 -0.88 0.468
H -1.83 4.00 -2.74 0.382
H -2.03 2.61 -1.67 0.223
H -2.06 2.05 -4.15 0.420
H -0.37 2.61 -4.23 0.419
H -1.60 0.08 -1.49 -0.335
H -2.62 0.19 -2.93 0.330
H -1.88 -1.84 -3.76 0.384
H -1.20 -2.18 -2.17 0.065
H 0.96 -1.28 -2.82 -0.091
H 0.44 -2.04 -4.34 0.473
H 1.06 0.58 -4.39 0.386
H -0.48 0.09 -5.14 0.427
H -0.23 -2.52 3.49 0.557
```

Computed properties:
HOMO (eV): -8.4
Energy (Ha): -1625.6748
F_max (Eh/bohr): 0.024
SMILES: Cc1cccc(CS(=O)(=O)Cc2ccc(C(=O)NCCCN3CCCC3)o2)c1
Charge: 0
ΔE to the lowest compared entry with this formula, charge and spin (eV): 1.440